one.
Below is an isolated molecule of C2H6N4O2, with properties calculated with ωB97M-V with the def2-TZVPD basis set.

* orbital gap: 9.510 eV
* multiplicity: 1
* HOMO: -0.321 Ha
* E_LUMO: 0.76 eV

Last columns: bonded neighbours and bond lengths (Å).
Atoms and positions in Å:
1 N 2.076 -1.908 0.164  N2 1.444, H9 1.147, H10 1.016
2 N 0.986 -0.976 -0.008  N1 1.444, C3 1.299
3 C -0.093 -1.490 -0.516  N2 1.299, N4 1.364, H11 1.098
4 N -1.190 -0.686 -0.609  C3 1.364, O5 1.315, H12 1.049
5 O -0.855 0.569 -0.811  N4 1.315, C6 1.347
6 C -0.903 1.301 0.318  O5 1.347, N7 1.270, H13 1.167
7 N -0.993 2.559 0.168  C6 1.270, O8 1.375
8 O -0.892 3.105 1.426  N7 1.375, H14 1.119
9 H 2.194 -2.377 -0.876  N1 1.147
10 H 2.839 -1.241 0.239  N1 1.016
11 H -0.322 -2.473 -0.951  C3 1.098
12 H -1.886 -1.023 -1.318  N4 1.049
13 H -0.837 0.719 1.327  C6 1.167
14 H -0.127 3.921 1.448  O8 1.119

Results of the Mulliken charge analysis, in e, for atoms 1 through 8:
1 N -0.676
2 N -0.131
3 C 0.020
4 N -0.325
5 O -0.208
6 C 0.341
7 N -0.429
8 O -0.393

***

two.
Below is an isolated molecule of C2H6N4O2, with properties calculated with ωB97M-V with the def2-TZVPD basis set.

* orbital gap: 9.311 eV
* multiplicity: 1
* HOMO: -0.361 Ha
* E_LUMO: -0.51 eV

Last columns: bonded neighbours and bond lengths (Å).
Atoms and positions in Å:
1 N 0.652 -1.585 0.304  N2 1.546, H9 1.076, H10 1.154
2 N 1.169 -0.130 0.396  N1 1.546, C3 1.388
3 C 0.023 0.477 -0.099  N2 1.388, N4 1.427, C6 1.502
4 N -1.077 -0.262 -0.628  C3 1.427, N5 1.349, H11 1.054
5 N -1.729 -1.218 0.065  N4 1.349, H12 0.998, H13 1.170
6 C 0.150 1.970 -0.196  C3 1.502, O7 1.254, O8 1.501
7 O -0.455 2.584 -1.107  C6 1.254
8 O 1.135 2.656 0.706  C6 1.501, H14 1.108
9 H 1.603 -2.014 0.565  N1 1.076
10 H 0.816 -1.853 -0.807  N1 1.154
11 H -1.748 0.415 -1.077  N4 1.054
12 H -1.598 -0.939 1.014  N5 0.998
13 H -0.848 -1.983 -0.018  N5 1.170
14 H 1.907 1.882 0.882  O8 1.108

Results of the Mulliken charge analysis, in e, for atoms 1 through 8:
1 N -0.648
2 N -0.526
3 C 0.556
4 N -0.164
5 N -0.716
6 C 0.348
7 O -0.489
8 O -0.514

***

How do the energies compare? Relative to the most stable structure, in eV: one 1.166; two 0.000.

***

one.
Below is a cluster of 2 separate species, C2H4N2S3 in total, with properties calculated with ωB97M-V with the def2-TZVPD basis set.

* orbital gap (spin up / spin down): 7.631 / 7.633 eV
* multiplicity: 1
* HOMO (spin up / spin down): -0.306 / -0.306 Ha
* E_LUMO (spin up / spin down): -0.70 / -0.70 eV

Last columns: bonded neighbours and bond lengths (Å).
Atoms and positions in Å:
1 C -1.525 -0.613 0.523  C2 1.208, H8 1.050
2 C -1.345 -1.468 -0.310  C1 1.208, S6 1.704
3 N 0.274 1.606 -1.334  S5 1.559, H9 1.001
4 N 1.949 1.183 0.656  S5 1.584, S7 1.602
5 S 1.594 2.042 -0.627  N3 1.559, N4 1.584
6 S -0.877 -2.456 -1.618  C2 1.704, H10 1.366
7 S 3.212 1.389 1.619  N4 1.602, H11 1.258
8 H -1.872 -0.200 1.424  C1 1.050
9 H -0.101 0.685 -1.221  N3 1.001
10 H -1.366 -3.607 -1.069  S6 1.366
11 H 3.505 2.606 1.499  S7 1.258

Results of the Mulliken charge analysis, in e, for atoms 1 through 8:
1 C -0.090
2 C -0.142
3 N -0.460
4 N -0.185
5 S 0.386
6 S -0.225
7 S -0.074
8 H 0.336

***

two.
Below is a cluster of 2 separate species, C2H4N2S3 in total, with properties calculated with ωB97M-V with the def2-TZVPD basis set.

* orbital gap: 7.804 eV
* multiplicity: 1
* HOMO: -0.317 Ha
* E_LUMO: -0.83 eV

Last columns: bonded neighbours and bond lengths (Å).
Atoms and positions in Å:
1 C -1.119 -0.859 0.574  H4 1.074, N7 1.323, S10 1.691
2 C 1.458 0.707 0.115  H6 1.169, N8 1.416, S11 1.648
3 H -1.677 2.079 -1.460  no bonds
4 H -2.037 -1.175 1.032  C1 1.074
5 H 1.922 -1.533 -0.213  N8 1.111
6 H 1.023 1.190 1.087  C2 1.169
7 N -0.935 0.183 -0.221  C1 1.323, S9 1.776
8 N 1.308 -0.699 0.191  C2 1.416, H5 1.111, S10 1.755
9 S -2.407 0.322 -1.205  N7 1.776
10 S 0.246 -1.522 1.319  C1 1.691, N8 1.755
11 S 2.218 1.308 -1.218  C2 1.648

Results of the Mulliken charge analysis, in e, for atoms 1 through 8:
1 C -0.123
2 C 0.069
3 H 0.151
4 H 0.395
5 H 0.294
6 H 0.284
7 N -0.238
8 N -0.335

***

How do the energies compare? Relative to the most stable structure, in eV: one 0.000; two 0.217.

***

one.
Below is a cluster of 2 separate species, H4S4 in total, with properties calculated with ωB97M-V with the def2-TZVPD basis set.

* orbital gap: 8.665 eV
* multiplicity: 1
* HOMO: -0.315 Ha
* E_LUMO: 0.09 eV

Last columns: bonded neighbours and bond lengths (Å).
Atoms and positions in Å:
1 S 0.807 -1.824 0.996  S2 2.093, H3 1.337
2 S 1.157 -2.561 2.924  S1 2.093, H4 1.340
3 H 1.360 -0.644 1.296  S1 1.337
4 H 1.211 -3.882 2.704  S2 1.340
5 S -1.497 1.872 -0.870  S6 2.079, H7 1.336
6 S -2.027 2.431 -2.802  S5 2.079, H8 1.339
7 H -0.161 1.855 -0.896  S5 1.336
8 H -0.850 2.754 -3.352  S6 1.339

In the Mulliken picture, each atom carries the following charge in e:
1 S -0.128
2 S -0.179
3 H 0.150
4 H 0.158
5 S -0.119
6 S -0.157
7 H 0.130
8 H 0.146

***

two.
Below is a cluster of 2 separate species, H4S4 in total, with properties calculated with ωB97M-V with the def2-TZVPD basis set.

* orbital gap: 8.505 eV
* multiplicity: 1
* HOMO: -0.317 Ha
* E_LUMO: -0.11 eV

Last columns: bonded neighbours and bond lengths (Å).
Atoms and positions in Å:
1 S 1.623 -0.212 1.631  S2 2.135, H3 1.357
2 S 2.215 -0.277 -0.420  S1 2.135, H4 1.347
3 H 0.300 -0.269 1.336  S1 1.357
4 H 3.456 0.178 -0.163  S2 1.347
5 S -2.349 -0.155 0.328  S6 2.138, H7 1.361
6 S -1.589 0.568 -1.536  S5 2.138, H8 1.343
7 H -1.943 -1.446 0.182  S5 1.361
8 H -0.899 1.525 -0.896  S6 1.343

In the Mulliken picture, each atom carries the following charge in e:
1 S -0.145
2 S -0.152
3 H 0.151
4 H 0.151
5 S -0.237
6 S -0.155
7 H 0.202
8 H 0.184

***

three.
Below is a cluster of 2 separate species, H4S4 in total, with properties calculated with ωB97M-V with the def2-TZVPD basis set.

* orbital gap: 9.750 eV
* multiplicity: 1
* HOMO: -0.355 Ha
* E_LUMO: 0.09 eV

Last columns: bonded neighbours and bond lengths (Å).
Atoms and positions in Å:
1 S 1.380 0.390 -5.613  S2 2.100, H3 1.350
2 S 1.545 1.123 -3.653  S1 2.100, H4 1.350
3 H 0.477 1.161 -6.256  S1 1.350
4 H 0.735 0.271 -2.988  S2 1.350
5 S 1.540 2.393 2.592  S6 2.094, H7 1.350
6 S -0.194 2.551 3.755  S5 2.094, H8 1.350
7 H 2.440 2.652 3.565  S5 1.350
8 H -0.495 3.864 3.839  S6 1.350

In the Mulliken picture, each atom carries the following charge in e:
1 S -0.179
2 S -0.160
3 H 0.166
4 H 0.172
5 S -0.158
6 S -0.183
7 H 0.175
8 H 0.167

***

How do the energies compare? Relative to the most stable structure, in eV: one 0.475; two 0.095; three 0.000.

***

one.
Below is the ion C5H13N2O with charge +1, with properties calculated with ωB97M-V with the def2-TZVPD basis set.

* orbital gap: 9.667 eV
* total charge: +1
* multiplicity: 1
* HOMO: -0.487 Ha
* E_LUMO: -3.59 eV

Last columns: bonded neighbours and bond lengths (Å).
Atoms and positions in Å:
1 C 0.100 -0.119 -2.683  C2 1.535, H9 1.106, H10 1.166, H11 1.119
2 C 0.148 -0.423 -1.179  C1 1.535, C3 1.597, N5 1.479, H12 1.099
3 C -1.319 -0.834 -0.700  C2 1.597, O4 1.191, H13 1.084
4 O -2.154 -0.109 -0.257  C3 1.191
5 N 0.907 0.514 -0.322  C2 1.479, C6 1.470, H14 1.016
6 C 0.172 1.227 0.732  N5 1.470, C7 1.624, H15 1.099, H16 1.127
7 C 0.280 0.441 2.149  C6 1.624, N8 1.504, H17 1.081, H18 1.088
8 N 1.282 -0.658 1.931  C7 1.504, H19 1.007, H20 1.039, H21 1.030
9 H -0.965 -0.180 -2.974  C1 1.106
10 H 0.550 0.949 -2.812  C1 1.166
11 H 0.741 -0.737 -3.362  C1 1.119
12 H 0.735 -1.350 -1.230  C2 1.099
13 H -1.314 -1.915 -0.626  C3 1.084
14 H 1.349 1.245 -0.873  N5 1.016
15 H 0.662 2.187 0.946  C6 1.099
16 H -0.893 1.485 0.469  C6 1.127
17 H 0.677 1.091 2.916  C7 1.081
18 H -0.690 -0.023 2.321  C7 1.088
19 H 2.132 -0.378 2.392  N8 1.007
20 H 1.421 -0.944 0.942  N8 1.039
21 H 1.080 -1.605 2.282  N8 1.030

Results of the Mulliken charge analysis, in e, for atoms 1 through 8:
1 C -1.083
2 C 0.261
3 C -0.115
4 O -0.422
5 N -0.547
6 C -0.463
7 C -0.622
8 N -0.221

***

two.
Below is a cluster of 2 separate species, C5H13N2O in total, with properties calculated with ωB97M-V with the def2-TZVPD basis set.

* orbital gap: 9.337 eV
* total charge: +1
* multiplicity: 1
* HOMO: -0.474 Ha
* E_LUMO: -3.56 eV

Last columns: bonded neighbours and bond lengths (Å).
Atoms and positions in Å:
1 O -1.201 0.168 3.194  C2 1.227
2 C -1.800 0.762 2.303  O1 1.227, C3 1.518, H5 1.103
3 C -1.185 1.157 0.972  C2 1.518, C4 1.539, H6 1.093, H7 1.081
4 C -2.029 0.594 -0.185  C3 1.539, H8 1.119, H9 1.079, H10 1.110
5 H -2.851 1.065 2.448  C2 1.103
6 H -0.148 0.816 1.031  C3 1.093
7 H -1.173 2.237 0.929  C3 1.081
8 H -2.088 -0.522 -0.118  C4 1.119
9 H -1.625 0.877 -1.144  C4 1.079
10 H -3.072 0.961 -0.086  C4 1.110
11 C 2.434 0.727 -1.001  N14 1.482, H15 1.089, H16 1.109, H17 1.136
12 N 0.566 -2.467 -0.686  C13 1.326, H18 0.997, H19 1.026
13 C 0.856 -1.175 -0.770  N12 1.326, N14 1.308, H20 1.110
14 N 2.051 -0.704 -1.015  C11 1.482, C13 1.308, H21 0.985
15 H 3.177 0.892 -0.221  C11 1.089
16 H 1.528 1.324 -0.776  C11 1.109
17 H 2.876 1.005 -2.011  C11 1.136
18 H 1.275 -3.168 -0.676  N12 0.997
19 H -0.378 -2.728 -0.382  N12 1.026
20 H 0.005 -0.478 -0.624  C13 1.110
21 H 2.782 -1.343 -1.182  N14 0.985

Results of the Mulliken charge analysis, in e, for atoms 1 through 8:
1 O -0.469
2 C -0.156
3 C 0.036
4 C -1.222
5 H 0.341
6 H 0.173
7 H 0.294
8 H 0.317

***

How do the energies compare? Relative to the most stable structure, in eV: one 1.610; two 0.000.